The following is a quantum chemistry calculation of a molecular structure, C18H27N7PdSSi, from the OMol25 dataset.

```
55
Properties=species:S:1:pos:R:3:forces:R:3
Pd -0.071 -0.235 0.023 0.2 0.1 -0.6
C 2.161 0.088 1.818 0.0 0.0 0.0
C 1.448 -1.074 2.499 0.0 0.0 0.0
N 0.409 -1.647 1.603 0.0 0.0 -0.1
C -0.911 -1.894 2.239 0.0 0.0 0.0
C -1.588 -0.575 2.563 0.0 0.0 0.0
N -1.504 0.366 1.396 -0.1 0.0 0.0
C -1.108 1.761 1.763 -0.1 0.0 0.0
C 0.358 1.796 2.151 0.0 0.0 0.0
N 1.173 1.003 1.176 -0.1 0.0 0.0
H 2.780 0.638 2.529 0.0 0.0 0.0
H 2.815 -0.278 1.026 0.0 0.0 0.0
H 2.178 -1.832 2.781 0.0 0.0 0.0
H 0.968 -0.751 3.422 0.0 0.0 0.0
H 0.720 -2.520 1.187 0.1 0.0 0.0
H -1.503 -2.458 1.518 0.0 0.0 0.0
H -0.811 -2.501 3.142 0.0 0.0 0.0
H -2.632 -0.749 2.820 0.0 0.0 0.0
H -1.129 -0.085 3.421 0.0 0.0 0.0
H -2.415 0.418 0.946 0.0 -0.1 0.0
H -1.281 2.383 0.885 0.0 0.0 0.0
H -1.738 2.133 2.573 0.0 0.0 0.0
H 0.709 2.827 2.186 0.0 0.0 0.0
H 0.518 1.375 3.142 0.0 0.0 0.0
H 1.668 1.625 0.543 0.0 0.1 0.0
C 2.349 3.397 -4.748 0.0 0.0 0.0
Si 1.048 2.077 -4.892 0.0 0.0 0.1
C -0.651 2.738 -4.500 0.0 0.0 0.0
C 1.097 1.213 -6.529 0.0 0.0 0.0
C 1.530 0.769 -3.555 0.0 0.0 0.0
C 2.639 -0.054 -3.770 0.0 -0.1 0.0
C 3.046 -1.028 -2.859 0.0 0.0 0.0
C 2.334 -1.186 -1.693 -0.1 0.0 0.0
N 1.280 -0.390 -1.462 0.1 0.0 0.1
C 0.885 0.534 -2.352 0.1 0.0 0.0
S -0.558 1.291 -1.654 0.2 0.0 0.2
H 2.165 4.178 -5.489 0.0 0.0 0.0
H 3.349 3.001 -4.939 0.0 0.0 0.0
H 2.353 3.871 -3.765 0.0 0.0 0.0
H -0.920 3.454 -5.282 0.0 0.0 0.0
H -0.697 3.286 -3.556 0.0 0.0 0.0
H -1.420 1.963 -4.509 0.0 0.0 0.0
H 0.854 1.932 -7.315 0.0 0.0 0.0
H 0.382 0.392 -6.584 0.0 0.0 0.0
H 2.087 0.812 -6.756 0.0 0.0 0.0
H 3.199 0.050 -4.692 0.0 0.0 0.0
H 3.895 -1.665 -3.059 0.0 0.0 0.0
H 2.571 -1.942 -0.957 0.0 0.0 0.0
N -1.066 -1.700 -0.942 -0.3 -0.3 0.4
C -1.489 -1.644 -2.055 0.0 0.4 0.0
C -1.919 -1.562 -3.319 0.1 0.0 -0.1
C -3.261 -1.175 -3.604 0.0 -0.1 0.0
N -4.351 -0.869 -3.803 0.0 0.1 0.0
C -0.944 -1.804 -4.335 0.0 -0.2 0.0
N -0.091 -2.008 -5.079 0.0 0.1 0.0
```
Forces are in eV/Å.

Output
Energy above the lowest of the compared OMol25 structures with the same formula, charge and spin   0.0 kJ/mol
Charge   +2
Spin multiplicity   1



The following is a quantum chemistry calculation of a molecular structure, C47H48ClN8P2S2W, from the OMol25 dataset.

```
109
Properties=species:S:1:pos:R:3:forces:R:3
W 1.309 0.456 0.004 -0.4 -0.2 -0.3
C 2.124 -4.158 3.937 0.0 0.0 0.0
C 0.702 -3.717 3.630 0.0 0.0 0.0
N 0.597 -2.280 3.384 0.1 0.0 0.0
C 0.848 -1.725 2.201 -0.1 0.2 0.1
S 0.393 0.002 2.017 -0.3 -0.2 0.5
N 1.320 -2.446 1.227 0.0 -0.1 -0.1
N 1.392 -1.742 0.056 0.0 0.1 0.1
C 1.585 -2.421 -1.020 0.0 0.0 -0.1
C 1.733 -3.901 -0.999 0.0 0.0 0.0
C 1.591 -1.603 -2.248 0.0 0.0 0.0
C 1.858 -2.117 -3.507 0.0 0.0 0.2
C 1.854 -1.268 -4.604 0.0 0.1 0.0
C 1.552 0.069 -4.421 0.0 -0.1 0.0
C 1.260 0.510 -3.142 0.0 0.0 -0.1
N 1.304 -0.286 -2.073 0.2 -0.2 0.2
H 2.149 -5.233 4.117 0.0 0.0 0.0
H 2.510 -3.654 4.825 0.0 0.0 0.0
H 2.773 -3.935 3.092 0.0 0.0 0.0
H 0.031 -3.947 4.457 0.0 0.0 0.0
H 0.327 -4.226 2.741 0.0 0.0 0.0
H 0.227 -1.682 4.103 -0.1 0.0 0.0
H 2.544 -4.173 -0.322 0.0 0.0 0.0
H 1.925 -4.319 -1.983 0.0 0.0 0.0
H 0.823 -4.344 -0.588 0.0 0.0 0.0
H 2.078 -3.167 -3.630 0.0 0.0 0.0
H 2.074 -1.656 -5.590 0.0 0.0 0.0
H 1.513 0.765 -5.247 0.0 0.0 0.0
H 0.976 1.534 -2.961 0.0 0.0 0.0
C -4.588 5.372 -2.429 0.1 0.0 0.0
S -4.631 5.365 -0.623 0.0 0.0 0.0
C -2.952 5.950 -0.233 0.0 -0.1 0.0
C -2.013 4.835 0.229 0.0 0.1 -0.2
C -1.763 3.835 -0.900 0.0 0.1 0.0
N -0.864 2.717 -0.621 0.1 0.2 0.4
P 0.740 2.830 -0.221 0.0 0.4 0.0
C 1.533 3.946 -1.440 -0.1 -0.1 -0.1
C 2.523 3.467 -2.291 0.1 0.0 0.1
C 3.094 4.276 -3.263 0.0 0.0 0.0
C 2.672 5.588 -3.403 0.0 0.0 0.0
C 1.691 6.088 -2.557 0.0 0.0 0.0
C 1.132 5.278 -1.583 -0.1 0.0 0.0
C 1.001 3.784 1.328 0.1 -0.1 0.0
C 0.347 3.363 2.486 0.0 0.1 -0.1
C 0.580 3.974 3.705 0.0 0.0 0.1
C 1.506 5.005 3.798 0.0 0.0 0.0
C 2.198 5.403 2.667 0.0 0.0 0.0
C 1.951 4.797 1.442 0.0 0.0 -0.1
P -1.175 0.913 -0.620 -0.1 -0.1 -0.2
C -2.778 1.069 0.266 -0.1 -0.1 0.0
C -2.957 1.825 1.414 0.1 0.0 0.1
C -4.199 1.905 2.030 0.0 0.0 0.0
C -5.287 1.243 1.490 0.0 0.0 0.0
C -5.127 0.497 0.328 -0.1 0.0 0.1
C -3.882 0.402 -0.267 0.0 0.1 -0.1
C -1.567 0.728 -2.403 0.0 0.0 -0.1
C -1.685 1.742 -3.347 0.1 0.0 0.0
C -1.922 1.449 -4.683 0.0 0.0 0.0
C -2.036 0.129 -5.097 0.0 0.0 0.0
C -1.919 -0.903 -4.179 0.0 0.0 0.0
C -1.694 -0.592 -2.847 0.0 0.1 0.0
H -5.569 5.044 -2.769 0.0 0.0 0.0
H -3.835 4.685 -2.817 0.0 0.0 0.0
H -4.405 6.376 -2.807 0.0 0.0 0.0
H -3.050 6.704 0.547 0.0 0.0 0.0
H -2.560 6.454 -1.121 0.0 0.0 0.0
H -2.459 4.336 1.083 0.0 -0.1 0.1
H -1.077 5.280 0.578 0.0 0.0 0.0
H -1.379 4.393 -1.767 -0.1 0.0 0.0
H -2.729 3.419 -1.183 -0.1 -0.1 -0.1
H 2.885 2.455 -2.170 0.0 0.0 0.0
H 3.875 3.881 -3.901 0.0 0.0 0.0
H 3.114 6.225 -4.158 0.0 0.0 0.0
H 1.365 7.116 -2.651 0.0 0.0 0.0
H 0.385 5.697 -0.919 0.0 0.0 0.0
H -0.334 2.532 2.444 -0.2 -0.1 0.0
H 0.048 3.637 4.586 0.0 0.0 0.0
H 1.694 5.484 4.749 0.0 0.0 0.0
H 2.938 6.191 2.732 0.0 0.0 0.0
H 2.513 5.123 0.578 0.0 0.0 0.0
H -2.130 2.373 1.837 0.0 -0.1 0.0
H -4.311 2.493 2.932 0.0 0.0 0.0
H -6.257 1.310 1.964 0.0 0.0 0.0
H -5.972 -0.014 -0.113 0.0 0.0 0.0
H -3.784 -0.185 -1.172 0.0 0.0 0.0
H -1.572 2.774 -3.054 0.0 0.0 0.0
H -2.022 2.255 -5.399 0.0 0.0 0.0
H -2.225 -0.099 -6.138 0.0 0.0 0.0
H -2.012 -1.939 -4.487 0.0 0.0 0.0
H -1.791 -2.536 -2.047 0.0 0.0 0.0
N -1.564 -1.567 -1.855 -0.1 0.0 0.1
C -1.488 -1.092 -0.585 0.1 -0.1 -0.1
N -1.574 -1.850 0.468 0.1 0.2 -0.1
C -1.681 -3.163 0.268 -0.1 -0.2 0.0
N -1.755 -4.312 0.124 0.1 0.2 0.0
Cl 4.372 0.373 -1.713 0.2 -0.1 0.0
C 4.411 -0.414 -0.153 -0.1 0.1 0.0
C 5.092 -1.614 -0.036 0.0 0.0 0.0
C 5.154 -2.232 1.201 0.0 0.0 0.1
C 4.543 -1.649 2.309 0.0 -0.1 -0.1
C 3.855 -0.464 2.170 0.0 0.0 0.0
C 3.773 0.197 0.934 0.1 0.1 -0.2
C 3.016 1.473 0.789 0.3 0.0 -0.1
H 5.578 -2.043 -0.902 0.0 0.0 0.0
H 5.692 -3.165 1.304 0.0 0.0 0.0
H 4.604 -2.128 3.276 0.0 0.0 0.0
H 3.363 -0.012 3.024 0.0 0.0 0.0
H 2.778 1.904 1.756 0.0 0.0 0.1
H 3.527 2.223 0.184 0.0 -0.1 -0.1
```
Forces are in eV/Å.

Output
Energy above the lowest of the compared OMol25 structures with the same formula, charge and spin   95.5 kJ/mol
Charge   +1
Spin multiplicity   1



The following is a quantum chemistry calculation of a gas-phase ion, C4H6NO (charge +1) at a distorted geometry, from the OMol25 dataset.

```
12
Properties=species:S:1:pos:R:3:forces:R:3
C 1.751 1.243 -0.385 -0.6 -1.7 0.5
C 2.468 0.213 -0.089 0.8 -1.5 -0.5
C 0.646 -1.178 0.267 -0.7 -2.9 -0.9
C -1.573 -0.074 -0.039 0.0 2.0 -4.0
N -0.184 -0.307 0.013 3.4 2.4 -0.4
O 1.996 -1.051 0.215 -0.2 0.9 0.2
H 1.773 2.252 -0.722 -0.8 0.6 -0.1
H 3.599 0.191 -0.246 -1.5 0.3 0.4
H 0.318 -2.262 0.311 0.8 1.1 0.5
H -1.585 1.028 -0.467 -0.9 -2.5 0.5
H -2.217 -0.830 -0.569 1.1 0.8 -0.1
H -1.922 -0.040 0.899 -1.3 0.4 3.7
```
Forces are in eV/Å.

Output
Energy above the lowest of the compared OMol25 structures with the same formula, charge and spin   420.7 kJ/mol
Charge   +1
Spin multiplicity   1



The following is a quantum chemistry calculation of 2 unconnected molecules or ions with the total composition C3H2Cl2O3S at a distorted geometry, from the OMol25 dataset.

```
11
Properties=species:S:1:pos:R:3:forces:R:3
C 0.718 -0.158 0.578 1.4 2.5 -2.0
C -0.115 0.590 1.221 -3.5 0.9 3.3
C -1.811 0.154 2.499 2.9 -2.4 -4.6
O -2.395 -0.805 2.161 -0.3 1.2 0.8
O 1.439 1.917 2.719 2.1 -0.4 2.3
O -0.540 3.159 2.045 -0.2 -0.3 -0.6
S 0.458 2.178 1.770 -0.9 0.6 -2.3
Cl -1.550 1.062 3.783 -0.6 1.1 2.5
Cl 1.520 2.814 0.073 -0.3 0.4 0.2
H 1.497 0.518 0.070 -0.5 -1.8 0.7
H 0.520 -1.104 0.201 -0.2 -1.8 -0.2
```
Forces are in eV/Å.

Output
Energy above the lowest of the compared OMol25 structures with the same formula, charge and spin   156.4 kJ/mol
Spin multiplicity   1



The following is a quantum chemistry calculation of 6 unconnected molecules or ions with the total composition C43H42F5N2O6S, from the OMol25 dataset.

```
99
Properties=species:S:1:pos:R:3:forces:R:3
C 1.563 -3.689 -1.927 0.1 -0.2 0.4
C 0.502 -4.551 -2.523 0.2 -0.6 0.1
O 0.706 -5.503 -3.199 -0.1 0.0 -0.4
O -0.806 -4.139 -2.218 0.3 0.9 -0.2
C -1.726 -4.304 -3.236 -0.4 -0.8 0.1
O -2.223 -5.341 -3.512 0.0 0.2 0.1
C -2.070 -3.018 -3.978 0.1 0.3 0.0
C -1.396 -1.791 -3.457 -0.2 -0.1 0.1
N -0.266 -1.417 -4.077 -0.2 -0.2 0.2
C 0.465 -0.357 -3.717 0.0 0.2 -0.2
O 1.583 -0.155 -4.433 0.0 -0.3 -0.2
C 0.089 0.432 -2.640 0.1 0.0 0.0
C 1.010 1.572 -2.321 -0.3 0.2 0.2
C 0.558 2.871 -3.005 0.1 -0.1 0.3
C 1.257 4.093 -2.381 0.4 -0.1 0.0
N 2.636 3.914 -1.948 -0.2 0.1 0.0
C -1.096 0.086 -1.962 0.3 -0.4 0.0
C -1.483 0.952 -0.774 0.1 0.2 0.2
O -1.094 2.074 -0.683 -0.3 0.2 -0.2
O -2.216 0.360 0.199 -0.1 -0.5 -0.6
C -1.845 -1.040 -2.373 -0.1 0.4 -0.2
S -3.336 -1.654 -1.660 -0.2 -0.4 0.1
H 1.282 -3.283 -0.966 -0.2 0.2 0.2
H 2.441 -4.312 -1.790 0.1 0.0 -0.1
H 1.828 -2.883 -2.609 -0.1 0.1 -0.1
H -1.817 -3.182 -5.025 0.0 -0.1 -0.1
H -3.147 -2.881 -3.931 -0.1 -0.1 0.0
H 0.049 -1.985 -4.857 0.2 0.1 -0.1
H 1.432 0.454 -5.170 0.1 0.2 0.1
H 2.009 1.331 -2.666 0.1 -0.2 0.0
H 1.050 1.708 -1.246 0.1 0.1 0.1
H 0.789 2.815 -4.065 -0.1 0.0 -0.1
H -0.515 2.990 -2.873 -0.1 0.0 -0.2
H 0.690 4.399 -1.505 -0.1 0.2 0.0
H 1.261 4.899 -3.112 -0.3 0.1 0.0
H 2.702 3.488 -1.035 0.1 -0.2 0.0
H 3.201 3.417 -2.619 0.1 0.0 0.0
H -3.102 0.743 0.223 0.1 0.3 0.5
H -4.021 -0.526 -1.489 0.1 0.3 0.0
F 1.349 -3.486 2.470 0.0 0.0 0.0
C 0.048 -3.832 2.370 0.0 0.0 0.0
C -0.740 -3.171 1.452 0.1 0.1 -0.1
C -2.075 -3.526 1.342 -0.1 0.0 0.0
C -2.602 -4.514 2.154 -0.1 -0.1 0.0
C -1.794 -5.161 3.080 0.0 0.1 -0.1
C -0.452 -4.825 3.190 0.0 0.0 0.1
H -0.315 -2.386 0.841 0.1 0.1 0.0
H -2.705 -3.016 0.627 0.0 0.0 0.0
H -3.647 -4.772 2.066 0.0 -0.1 0.0
H -2.211 -5.922 3.725 0.0 0.0 0.0
H 0.199 -5.314 3.902 0.0 0.0 0.0
F -6.320 -1.315 1.370 0.0 0.0 0.0
C -6.335 -1.920 2.585 0.0 0.0 0.1
C -6.645 -1.172 3.701 0.0 0.1 0.0
C -6.652 -1.802 4.937 0.0 -0.1 0.0
C -6.345 -3.152 5.039 0.0 0.0 0.0
C -6.032 -3.880 3.900 0.0 0.1 0.0
C -6.032 -3.263 2.658 0.1 -0.1 -0.1
H -6.874 -0.120 3.600 0.0 0.0 0.0
H -6.896 -1.234 5.824 0.0 0.0 0.0
H -6.347 -3.637 6.006 0.0 0.0 0.0
H -5.786 -4.931 3.977 0.0 0.0 0.0
H -5.800 -3.810 1.753 0.0 0.0 0.0
F 3.200 2.905 1.181 0.0 0.0 0.0
C 4.167 3.746 1.644 0.1 0.1 0.0
C 4.909 3.367 2.742 0.0 -0.1 0.1
C 5.892 4.233 3.199 0.0 0.1 0.0
C 6.109 5.449 2.563 0.0 0.0 0.0
C 5.344 5.802 1.461 0.0 -0.1 0.1
C 4.362 4.942 0.990 -0.1 0.1 -0.1
H 4.718 2.419 3.225 0.0 0.0 0.0
H 6.490 3.956 4.056 0.0 0.0 0.0
H 6.875 6.119 2.928 0.0 0.0 0.0
H 5.508 6.748 0.964 0.0 0.0 0.0
H 3.752 5.189 0.130 0.0 0.0 0.0
F -2.852 -2.540 8.780 0.0 0.0 0.0
C -2.230 -2.210 7.632 0.1 0.0 -0.1
C -0.941 -1.719 7.687 0.1 0.0 0.1
C -0.308 -1.384 6.499 0.0 0.0 0.0
C -0.966 -1.534 5.286 0.0 0.0 0.0
C -2.263 -2.029 5.259 0.1 0.0 -0.1
C -2.904 -2.375 6.439 -0.1 -0.1 0.0
H -0.450 -1.604 8.644 0.0 0.0 0.0
H 0.704 -1.002 6.523 0.0 0.0 0.0
H -0.468 -1.268 4.362 0.0 0.0 0.0
H -2.780 -2.147 4.315 0.0 0.0 0.0
H -3.912 -2.767 6.437 0.0 0.0 0.0
F 2.739 3.353 -4.970 0.1 0.0 -0.1
C 3.552 4.241 -5.618 0.1 0.1 0.0
C 4.764 3.797 -6.097 0.0 -0.1 0.0
C 5.582 4.704 -6.755 0.0 0.1 0.0
C 5.180 6.023 -6.913 0.0 0.0 0.0
C 3.953 6.439 -6.415 0.1 0.0 0.0
C 3.121 5.542 -5.762 -0.1 0.0 0.0
H 5.060 2.766 -5.956 0.0 0.0 0.0
H 6.537 4.378 -7.144 0.0 0.0 0.0
H 5.823 6.726 -7.423 0.0 0.0 0.0
H 3.640 7.467 -6.534 0.0 0.0 0.0
H 2.159 5.843 -5.371 0.0 0.0 0.0
```
Forces are in eV/Å.

Output
E_tot   -84953.74068 eV
Charge   +1
Spin multiplicity   1